{"formula": "C5H10N6O", "method": "ωB97M-V with the def2-TZVPD basis set", "symbols": ["C", "C", "C", "C", "C", "H", "H", "H", "H", "H", "H", "H", "H", "H", "H", "N", "N", "N", "N", "N", "N", "O"], "coordinates": [[0.903, 0.730, -2.175], [0.857, 2.958, -2.375], [0.028, -1.077, 1.258], [-0.873, -2.210, 1.713], [-1.744, -1.368, 2.601], [0.600, -1.005, -2.975], [0.546, 1.661, -4.057], [0.775, 3.961, -2.775], [1.416, 0.874, -0.161], [1.572, -1.287, 1.997], [-0.379, -3.063, 2.194], [-1.454, -2.456, 0.830], [-2.647, -1.850, 2.985], [-1.149, -0.956, 3.430], [-0.589, 0.883, 1.060], [0.907, -0.537, -2.131], [0.639, 1.782, -3.064], [1.179, 2.752, -1.131], [1.230, 1.387, -1.005], [1.242, -0.772, 1.145], [-0.923, -0.070, 0.937], [-2.136, -0.337, 1.698]], "atomic_forces_ev_per_a": [[0.34, 0.34, 1.52], [0.32, 0.28, 1.25], [-2.73, 2.02, -1.13], [1.20, -0.09, 0.86], [-0.54, -0.08, 0.25], [0.06, 0.15, -0.14], [-0.05, 0.11, 0.09], [-0.10, -0.34, -0.14], [0.23, 0.04, 0.41], [1.27, -0.34, -1.60], [-0.10, 0.28, -0.31], [0.02, -0.55, -0.10], [0.09, 0.14, -0.15], [-0.21, -0.02, 0.04], [-0.34, -0.25, 0.35], [-0.40, -0.95, -1.19], [0.19, -0.66, 0.21], [-0.08, -0.01, -0.82], [-0.41, 0.91, -1.25], [1.07, -0.79, 2.44], [-0.50, -0.82, -0.16], [0.67, 0.64, -0.45]], "multiplicity": 1, "orbital_gap_ev": 8.5462, "e_homo_ha": -0.281}

---

{"formula": "C5H8NO", "method": "ωB97M-V with the def2-TZVPD basis set", "symbols": ["C", "C", "C", "C", "C", "N", "O", "H", "H", "H", "H", "H", "H", "H", "H"], "coordinates": [[2.172, -0.167, 0.274], [1.762, -1.186, 0.678], [-1.025, 0.820, 0.394], [-1.577, -0.437, 0.891], [-0.694, -1.101, -1.037], [-0.135, 0.303, -0.761], [-1.280, -1.424, 0.105], [2.693, 0.735, 0.070], [-1.832, 1.394, -0.098], [-0.448, 1.445, 1.116], [1.220, -2.055, 1.085], [-2.029, -0.662, 1.760], [-0.038, -1.839, -1.465], [-0.293, 0.959, -1.654], [0.968, 0.118, -0.647]], "atomic_forces_ev_per_a": [[2.80, 2.59, -0.27], [-1.92, -4.11, 1.92], [0.85, 0.71, -0.81], [1.59, 0.14, -1.42], [0.49, 1.58, 0.18], [-0.79, 0.95, -3.90], [-0.66, -0.70, -0.22], [0.21, 0.22, -0.11], [0.43, 0.16, 0.22], [-0.54, -0.51, -0.55], [0.84, 0.78, -0.53], [-1.50, -0.59, 2.73], [0.14, -0.06, -0.06], [0.41, -1.90, 2.46], [-2.36, 0.75, 0.36]], "multiplicity": 1, "total_charge": 1, "orbital_gap_ev": [7.9202, 8.9822], "e_homo_ha": [-0.458, -0.479]}

---

{"formula": "C3H9NO2", "method": "ωB97M-V with the def2-TZVPD basis set", "symbols": ["C", "C", "C", "N", "O", "O", "H", "H", "H", "H", "H", "H", "H", "H", "H"], "coordinates": [[0.834, -0.222, -0.307], [-0.248, -0.353, 0.629], [-1.153, 0.778, 0.964], [1.225, 1.031, -0.882], [1.946, -1.027, 0.036], [-1.315, -1.282, -0.741], [2.522, -1.028, -0.738], [-1.514, -2.229, -0.673], [-0.005, -0.867, -1.054], [-0.180, -1.172, 1.335], [0.550, 1.390, -1.543], [1.452, 1.744, -0.198], [-0.641, 1.434, 1.681], [-1.390, 1.373, 0.082], [-2.084, 0.430, 1.408]], "atomic_forces_ev_per_a": [[-0.23, -0.64, -1.34], [-1.02, -0.73, -0.44], [-0.07, -0.03, -0.02], [-0.03, 0.12, 0.20], [0.00, 0.13, 0.11], [-0.10, 0.22, 0.86], [-0.08, 0.00, 0.10], [-0.02, 0.15, 0.28], [1.35, 0.91, 0.26], [0.01, 0.05, 0.02], [0.07, -0.05, 0.04], [0.00, 0.01, -0.04], [0.00, -0.09, -0.05], [0.05, -0.05, 0.01], [0.08, 0.01, 0.01]], "multiplicity": 1, "orbital_gap_ev": 8.9723, "e_homo_ha": -0.306}

---

{"formula": "C5H13BO", "method": "ωB97M-V with the def2-TZVPD basis set", "symbols": ["B", "C", "C", "C", "C", "C", "O", "H", "H", "H", "H", "H", "H", "H", "H", "H", "H", "H", "H", "H"], "coordinates": [[-1.972, 0.589, -0.157], [-2.646, -0.569, 0.794], [-2.196, 2.079, 0.456], [2.866, -0.573, 1.585], [2.860, 0.911, -0.559], [2.267, -0.250, 0.178], [1.370, -0.943, -0.199], [-1.848, -0.742, 1.580], [-3.008, -1.505, 0.307], [-3.495, -0.280, 1.417], [-1.467, 2.837, 0.252], [-2.477, 2.058, 1.489], [-3.220, 2.259, 0.008], [3.641, 0.126, 1.636], [2.066, -0.409, 2.295], [3.046, -1.726, 1.749], [3.962, 0.618, -0.506], [-1.575, 0.281, -1.167], [2.908, 1.799, 0.120], [2.542, 1.097, -1.581]], "atomic_forces_ev_per_a": [[-2.34, 0.34, 3.49], [0.62, 0.08, -0.30], [-0.81, -1.88, -1.31], [-2.33, -2.81, -1.09], [2.59, -0.17, 1.45], [5.19, 3.50, 2.89], [-5.71, -4.16, -2.40], [-0.55, -0.35, -0.89], [0.91, 0.47, 0.30], [-0.02, 0.62, -0.12], [0.02, 0.57, -0.34], [0.32, -0.12, 0.84], [0.98, 0.36, -0.17], [1.52, 0.48, 0.74], [-0.05, 0.55, 0.57], [0.49, 2.18, -0.63], [-0.86, 0.57, -0.94], [0.91, -0.10, -1.52], [-0.73, -0.09, -0.84], [-0.16, -0.02, 0.27]], "multiplicity": 3, "orbital_gap_ev": [6.0345, 8.4878], "e_homo_ha": [-0.195, -0.387]}

---

What did we get for energy relative to the best compared isomer or geometry (same formula, charge and spin)? Answer: 0.000; 6.166; 4.171; 0.000 eV, in the order shown.